Entry 1:
Entry from OMol25: a molecular structure, C38H52HgN3OP2 at a distorted geometry (ωB97M-V with the def2-TZVPD basis set).

Structure (XYZ):
```
97
Properties=species:S:1:pos:R:3
C 2.9294 0.7283 0.8603
C 1.4207 2.4772 1.0741
C 3.9710 1.4462 1.4665
C 2.3960 3.2027 1.8243
C 3.6646 2.6883 2.0165
H 4.9576 0.9955 1.5096
H 2.1000 4.1809 2.2017
H 4.4229 3.2558 2.5503
N 1.6795 1.1636 0.7692
P 2.0117 -1.8818 0.3008
P -1.1684 2.6145 -0.1640
C 3.2770 -0.5675 0.1299
H 3.3787 -0.3322 -0.9424
H 4.2592 -0.9240 0.4658
C -2.1617 -2.3084 -1.0330
O -3.2803 -2.1316 -0.8578
C 0.2839 3.1897 0.6218
H 0.2164 4.2207 0.9893
C -1.6587 3.9154 -1.4259
C -2.6338 2.1123 1.0180
C 2.2005 -3.0323 -1.1710
C 2.2491 -2.5475 2.0512
C -2.0326 3.1941 -2.7417
H -2.8874 2.5183 -2.6129
H -2.2985 3.9591 -3.4814
H -1.2003 2.6255 -3.1614
C -2.8470 4.7946 -1.0041
H -3.7766 4.2404 -0.8410
H -2.6223 5.3967 -0.1159
H -3.0357 5.4878 -1.8377
C -0.4765 4.8649 -1.6834
H -0.7087 5.4267 -2.5997
H -0.3563 5.5791 -0.8570
H 0.4707 4.3372 -1.8432
C -3.8763 1.7681 0.1821
H -3.7476 0.8061 -0.3326
H -4.7389 1.6754 0.8595
H -4.1210 2.5188 -0.5752
C -2.2997 0.8940 1.8885
H -2.1956 -0.0268 1.2947
H -1.3787 1.0361 2.4659
H -3.1294 0.7206 2.5934
C -2.8645 3.2893 1.9744
H -3.2552 4.1831 1.4817
H -3.5931 2.9865 2.7404
H -1.9356 3.5618 2.4902
C 1.6288 -3.9506 2.1488
H 1.7275 -4.2909 3.1913
H 0.5549 -3.9306 1.9104
H 2.1465 -4.6904 1.5219
C 1.5041 -1.6172 3.0316
H 1.8421 -0.5762 2.9520
H 0.4168 -1.6593 2.8755
H 1.7112 -1.9653 4.0549
C 3.7411 -2.5655 2.4201
H 3.8484 -3.0870 3.3827
H 4.3588 -3.0938 1.6809
H 4.1359 -1.5493 2.5538
C 2.2149 -2.1767 -2.4563
H 3.1744 -1.6670 -2.6012
H 2.0602 -2.8315 -3.3239
H 1.4133 -1.4251 -2.4727
C 1.0035 -4.0098 -1.2268
H 0.0296 -3.4937 -1.2623
H 1.0906 -4.6046 -2.1471
H 0.9994 -4.7087 -0.3807
C 3.5099 -3.8174 -1.0356
H 4.3879 -3.1587 -1.0517
H 3.5470 -4.4284 -0.1227
H 3.5906 -4.4954 -1.8978
Hg -0.1892 -1.0071 -0.0579
N -0.0439 1.5083 -1.4746
C 0.9509 2.0319 -1.9032
C 1.9090 2.3060 -2.9090
C 1.7994 1.5642 -4.1037
C 2.7592 3.4410 -2.8450
C 2.4235 2.0303 -5.2649
H 1.1860 0.6604 -4.1208
C 3.3786 3.8890 -4.0164
H 2.8956 3.9410 -1.8844
C 3.1882 3.2029 -5.2245
H 2.3080 1.4828 -6.2028
H 4.0011 4.7871 -3.9828
H 3.6493 3.5888 -6.1388
N -1.5366 -2.5638 1.9992
C -2.5432 -3.1628 2.0613
C -3.7525 -3.9059 2.1571
C -3.6996 -5.2824 2.4190
C -4.8841 -6.0053 2.5802
C -6.1207 -5.3535 2.4871
C -6.1709 -3.9830 2.2116
C -4.9914 -3.2595 2.0260
H -2.7303 -5.7775 2.5074
H -4.8309 -7.0722 2.8002
H -7.0462 -5.9102 2.6461
H -7.1317 -3.4677 2.1535
H -5.0238 -2.1929 1.7962
```

Summary:
- electronic energy (eV) = -69510.3769
- net charge = +1
- Kohn-Sham gap (spin up / spin down) (eV) = 5.32 / 5.98
- ΔE to the lowest compared entry with this formula, charge and spin (kJ/mol) = 0.0


Entry 2:
Entry from OMol25: a molecular structure, C24H27BN5O5S at a distorted geometry (ωB97M-V with the def2-TZVPD basis set).

Structure (XYZ):
```
63
Properties=species:S:1:pos:R:3
C 1.0068 -2.8630 -2.1117
C 1.2461 -3.1510 -0.5569
C 2.6559 -3.7142 -0.1538
C 3.0036 -4.0335 1.3348
C 1.8920 -3.7921 2.3978
C 0.4766 -3.2271 1.9899
C 0.1332 -2.8707 0.4883
C -1.3227 -2.2804 0.1918
C -1.3463 -1.0357 -0.8053
C -0.5328 0.3098 -0.5589
C 0.3276 0.3518 0.8031
C -0.3894 0.3406 2.2173
C 0.6604 0.3349 3.3829
C 2.1973 0.3450 3.2193
N 2.7837 0.3826 1.9244
C 1.8742 0.3645 0.8362
C -0.5180 1.5121 -1.5560
C 0.2945 2.8662 -1.3300
C -0.6566 4.1036 -0.8479
C -1.0289 4.0169 0.7250
C 0.0501 4.7269 1.6886
N -0.0279 6.2244 1.7036
C -1.3831 1.3253 -2.8780
N -1.5422 2.2421 -3.9914
S -2.5959 1.4497 -5.0834
N -3.0144 -0.0705 -4.3812
C -2.2520 0.0040 -3.1458
C -2.2276 -1.1765 -2.1006
C -3.1212 -2.4689 -2.4374
B -4.4659 -2.3498 -1.5078
O -5.6854 -1.7577 -2.0485
O -4.5165 -2.7727 -0.1111
H 1.1363 -1.7182 -2.2549
H 1.7493 -3.4293 -2.7928
H -0.0931 -3.0846 -2.3888
H 3.4650 -3.8986 -0.9378
H 4.0625 -4.4099 1.5577
H 2.1251 -4.0174 3.4979
H -0.2737 -3.0959 2.8464
H -2.0115 -3.1452 -0.0987
H -1.7244 -1.8904 1.2087
H -1.5185 0.3343 2.3573
H 0.2479 0.3044 4.4597
H 2.8696 0.3411 4.1485
H 2.3725 0.3652 -0.2092
H 1.0310 2.6973 -0.4603
H 0.9324 3.1864 -2.2354
H -1.6098 4.1801 -1.4783
H -0.0110 5.0621 -0.9635
H -2.0431 4.5245 0.9085
H -1.0611 2.8967 1.0286
H 1.1191 4.4327 1.3780
H -0.1351 4.3712 2.7714
H -0.9628 6.5481 1.9938
H 0.1473 6.6187 0.7664
H -2.5450 -3.4564 -2.2410
H -3.4560 -2.4560 -3.5376
H -6.0497 -1.2338 -1.2989
H -4.9687 -2.0486 0.3941
N 6.3076 -0.3290 1.0707
O 5.7258 -1.4313 1.0620
O 6.3495 0.3622 0.0332
O 6.8475 0.0829 2.1168
```

Summary:
- electronic energy (eV) = -54513.2419
- net charge = -1
- Kohn-Sham gap (eV) = 4.43


Entry 3:
Entry from OMol25: a single C10H14N4O5 molecule at a distorted geometry (ωB97M-V with the def2-TZVPD basis set).

Structure (XYZ):
```
33
Properties=species:S:1:pos:R:3
N -1.5704 -0.9183 2.2571
C -2.0694 -0.7588 0.8952
C -3.0477 0.3992 0.6688
C -3.7820 0.2536 -0.6367
O -4.1991 -0.7765 -1.0797
O -3.9667 1.4495 -1.2567
C -0.9023 -0.6105 -0.0982
O -1.0742 -0.0706 -1.1898
N 0.2659 -1.1152 0.3304
C 1.4287 -1.2344 -0.5130
C 2.6160 -0.3752 -0.0303
C 2.3801 1.0916 -0.1001
C 1.4035 1.7989 -0.7411
N 1.7014 3.1207 -0.5119
C 2.8273 3.1602 0.2441
N 3.2715 1.9606 0.5198
C 1.8689 -2.6871 -0.5537
O 1.5067 -3.5427 0.2454
O 2.7276 -2.9364 -1.5482
H -1.2462 -0.0223 2.6250
H -2.2890 -1.2541 2.8553
H -2.6097 -1.6766 0.6111
H -2.5565 1.3635 0.7013
H -3.8221 0.3691 1.4264
H -4.4410 1.2610 -2.0866
H 0.2441 -1.6112 1.2096
H 1.1012 -0.9313 -1.5188
H 2.8671 -0.6559 1.0088
H 3.5032 -0.6330 -0.6436
H 0.5085 1.4789 -1.3174
H 1.1649 3.9282 -0.8556
H 3.2671 4.0759 0.5479
H 2.9225 -3.9007 -1.4650
```

Summary:
- SMILES = N[C@@H](CC(=O)O)C(=O)N[C@@H](Cc1c[nH]cn1)C(=O)O
- electronic energy (eV) = -26797.0876
- net charge = 0
- Kohn-Sham gap (eV) = 9.36
- ΔE to the lowest compared entry with this formula, charge and spin (kJ/mol) = 25.4


Entry 4:
Entry from OMol25: a molecular structure, C21H28N2O3S at a distorted geometry (ωB97M-V with the def2-TZVPD basis set).

Structure (XYZ):
```
55
Properties=species:S:1:pos:R:3
C -7.2367 -4.3259 3.0139
C -6.0556 -3.6795 2.7322
C -4.9629 -4.4896 2.1675
C -3.7156 -3.7270 1.9271
C -3.6503 -2.2061 2.1282
C -4.5139 -1.5399 2.7286
C -5.6465 -2.1278 3.0697
H -6.6330 -1.6601 3.1950
H -4.4342 -0.5562 2.7612
C -2.2617 -1.7182 1.9266
N -1.0225 -2.4585 1.3286
C -0.1467 -1.3440 1.1631
C -0.8935 0.0029 1.7563
O -1.9913 -0.5105 2.1311
C -0.2960 1.2668 1.7451
H 0.8604 1.2813 2.4175
H -0.9739 1.9539 2.5323
H -0.0663 1.6829 0.9116
C 1.0675 -1.7521 0.7412
H 1.8170 -2.3184 1.5196
H 1.6908 -0.6673 0.5065
S 1.1788 -2.6307 -0.7453
O 2.3905 -2.6758 -1.3913
C 0.1912 -1.3300 -1.6286
C 0.6537 -0.0458 -1.9877
O 0.1259 0.9948 -1.2688
N 1.8881 0.1522 -2.1712
H 2.3841 -1.0745 -2.4027
C 2.9888 1.1850 -2.2204
C 3.2562 1.6120 -0.7984
C 4.2457 2.6773 -1.0479
C 3.6030 3.9908 -1.8706
C 4.6501 5.0392 -1.8271
H 4.1808 6.0453 -2.3707
H 4.9061 5.5150 -0.8248
H 5.6245 4.5828 -2.3746
C 3.1651 3.4567 -3.2961
C 2.4447 2.2312 -2.8878
H 2.0734 1.9162 -4.1117
H 1.5530 2.5579 -2.6331
H 2.8443 4.2649 -3.5393
H 4.4462 3.0929 -3.5850
H 2.8252 4.3580 -1.2601
H 5.1677 2.5665 -1.3841
H 4.5557 3.1165 -0.0840
H 3.5469 0.7544 -0.2434
H 2.2717 1.9757 -0.2608
H 3.6526 0.8210 -2.6538
H -0.1026 -1.7522 -2.8482
H -0.8081 -1.2096 -1.3114
H -2.8412 -4.3333 1.4728
H -5.0157 -5.4309 1.9134
H -7.2834 -5.2797 3.5463
H -7.9770 -3.5857 3.5340
H -7.7213 -4.6648 2.1593
```

Summary:
- electronic energy (eV) = -42168.1038
- net charge = 0
- Kohn-Sham gap (eV) = 7.23
- ΔE to the lowest compared entry with this formula, charge and spin (kJ/mol) = 2243.0